1.
{"formula": "C43H35N3O6PdS2Sb", "method": "ωB97M-V/def2-TZVPD", "homo_energy_ev": [-4.284, -6.056], "lumo_energy_ev": [1.96, 1.11], "spin_multiplicity": 3, "total_charge": -1, "de_lowest_kcal_mol": 36.0, "symbols": ["Pd", "O", "S", "O", "O", "C", "C", "C", "C", "C", "C", "S", "O", "O", "O", "H", "H", "H", "H", "N", "C", "C", "C", "C", "C", "C", "C", "C", "C", "C", "C", "C", "N", "C", "C", "C", "C", "N", "H", "H", "H", "H", "H", "H", "H", "H", "H", "H", "C", "C", "C", "C", "C", "C", "C", "Sb", "C", "C", "C", "C", "C", "C", "C", "C", "C", "C", "C", "C", "C", "C", "H", "H", "H", "H", "H", "H", "H", "H", "H", "H", "H", "H", "H", "H", "H", "H", "H", "H", "H", "H", "H"], "coordinates": [[-0.1575, -0.0856, -0.2360], [0.9655, -0.2065, 3.6929], [0.1342, 0.3886, 2.6712], [-0.8570, 1.3221, 3.1340], [-0.4232, -0.6846, 1.7554], [1.3015, 1.4187, 1.7323], [2.7715, 1.1942, 1.9663], [3.4902, 2.4607, 2.3358], [3.0447, 3.6510, 1.8886], [1.8133, 3.7344, 1.1734], [0.9342, 2.6489, 1.1982], [-0.6353, 2.8958, 0.3676], [-0.2308, 3.1955, -1.0391], [-1.3662, 3.9522, 0.9980], [-1.3100, 1.5693, 0.3549], [2.9028, 0.4076, 2.7049], [4.4260, 2.3796, 2.8791], [3.6139, 4.5552, 2.0713], [1.4982, 4.6594, 0.7065], [6.9995, -7.8488, -1.8962], [6.2797, -6.9807, -1.6704], [5.3735, -5.8886, -1.3879], [4.4754, -5.4520, -2.3604], [3.6162, -4.4027, -2.0856], [3.6281, -3.7556, -0.8435], [4.5253, -4.2194, 0.1215], [5.3896, -5.2682, -0.1431], [2.6946, -2.6338, -0.5773], [3.2372, -1.3894, -0.1067], [4.6640, -1.1351, 0.2562], [4.7439, 0.1234, 0.6845], [3.3751, 0.7207, 0.5991], [2.5294, -0.3126, 0.0470], [1.3139, -2.9084, -0.7335], [0.7784, -4.2296, -0.7944], [-0.6000, -4.1331, -0.7377], [-0.8848, -2.7702, -0.6605], [0.2435, -2.0283, -0.6808], [4.4603, -5.9362, -3.3294], [2.9219, -4.0570, -2.8431], [4.5157, -3.7751, 1.1095], [6.0735, -5.6209, 0.6180], [5.4803, -1.8395, 0.1662], [5.6289, 0.6543, 1.0147], [3.3533, 1.6109, -0.0400], [1.3639, -5.1357, -0.8294], [-1.3191, -4.9371, -0.7439], [-1.8480, -2.3044, -0.5680], [-2.0009, 1.5246, -5.6467], [-0.8211, 0.5745, -5.6219], [-0.4225, 0.0277, -6.8453], [0.6190, -0.8831, -6.9456], [1.2905, -1.2803, -5.7991], [0.9139, -0.7438, -4.5776], [-0.1312, 0.1846, -4.4586], [-0.2561, 1.0785, -2.4696], [1.4646, 2.2225, -3.0168], [2.6516, 1.5844, -2.6759], [3.8788, 2.1732, -2.9645], [3.9085, 3.4068, -3.5949], [2.7177, 4.0328, -3.9462], [1.4817, 3.4558, -3.6678], [0.2063, 4.1444, -4.0850], [-2.3817, 1.4814, -2.5223], [-2.9186, 2.7267, -2.2097], [-4.2791, 2.8919, -1.9961], [-5.1185, 1.7941, -2.0672], [-4.5918, 0.5507, -2.3848], [-3.2313, 0.3634, -2.6307], [-2.7807, -1.0227, -3.0356], [-2.0864, 1.9904, -6.6300], [-1.9293, 2.3083, -4.9020], [-2.9363, 0.9932, -5.4487], [-0.9485, 0.3341, -7.7449], [0.9065, -1.2748, -7.9145], [2.1049, -1.9935, -5.8551], [1.4475, -1.0638, -3.6842], [2.6248, 0.6205, -2.1789], [4.8002, 1.6706, -2.6877], [4.8561, 3.8838, -3.8130], [2.7438, 4.9954, -4.4483], [0.3884, 5.1816, -4.3658], [-0.5212, 4.1279, -3.2698], [-0.2303, 3.6340, -4.9470], [-2.2654, 3.5837, -2.1059], [-4.6688, 3.8707, -1.7437], [-6.1792, 1.8997, -1.8707], [-5.2494, -0.3109, -2.4379], [-3.5933, -1.7365, -2.8960], [-1.9267, -1.3817, -2.4588], [-2.4877, -1.0478, -4.0830]], "forces_ev_per_a": [[-0.620, -0.283, 0.216], [-0.015, -0.111, -0.107], [0.057, -0.352, 0.090], [-0.125, -0.115, -0.044], [0.529, 0.622, 0.179], [-0.139, 0.574, 0.569], [-0.049, 0.148, -0.205], [0.035, -0.125, 0.086], [0.049, 0.069, -0.035], [-0.195, -0.227, 0.034], [0.054, -0.214, -0.274], [0.388, 0.228, -0.711], [-0.081, 0.010, 0.845], [-0.074, -0.144, 0.000], [0.358, -0.039, 0.108], [0.029, -0.033, 0.033], [-0.064, 0.018, 0.001], [-0.037, -0.016, -0.016], [0.037, -0.042, 0.017], [-0.004, 0.013, 0.002], [-0.227, 0.254, 0.070], [0.161, -0.201, -0.104], [-0.072, 0.034, -0.079], [0.061, 0.026, -0.056], [-0.081, 0.056, -0.023], [0.002, -0.085, 0.104], [0.037, 0.031, 0.105], [0.060, -0.027, -0.034], [0.186, -0.194, -0.127], [0.042, -0.187, -0.162], [-0.048, 0.161, -0.012], [-0.105, 0.024, 0.083], [-0.106, 0.121, 0.184], [0.014, 0.113, 0.012], [0.032, -0.030, -0.077], [0.071, -0.048, -0.060], [0.297, -0.059, -0.050], [-0.065, -0.063, 0.016], [-0.010, 0.033, 0.037], [0.033, -0.044, 0.039], [0.017, 0.005, -0.040], [-0.019, 0.014, 0.011], [-0.096, 0.072, 0.018], [-0.079, -0.097, 0.005], [0.023, -0.058, -0.145], [-0.030, 0.062, 0.024], [0.019, 0.030, 0.024], [-0.134, 0.094, 0.042], [0.110, -0.156, -0.026], [0.043, -0.040, 0.090], [0.042, -0.043, 0.007], [-0.049, 0.051, 0.026], [-0.038, 0.020, -0.006], [-0.167, 0.021, 0.063], [0.229, -0.333, 0.068], [-0.514, -0.275, -1.054], [-0.082, 0.147, 0.186], [0.031, 0.050, -0.133], [-0.015, 0.004, -0.005], [-0.064, -0.035, 0.018], [0.003, 0.014, -0.023], [-0.068, 0.086, -0.015], [0.099, -0.147, 0.086], [0.134, 0.180, 0.220], [0.061, 0.005, -0.101], [0.009, 0.018, -0.025], [-0.001, -0.058, -0.030], [0.002, 0.073, -0.039], [-0.005, 0.066, -0.072], [0.040, 0.157, 0.166], [0.013, -0.025, 0.010], [0.002, 0.063, 0.056], [0.029, 0.004, 0.019], [0.026, -0.008, 0.037], [-0.028, 0.005, 0.027], [-0.028, 0.022, 0.012], [-0.036, 0.031, -0.048], [0.021, 0.025, 0.070], [-0.074, 0.028, -0.011], [-0.010, 0.008, -0.016], [0.011, -0.041, 0.034], [0.005, -0.004, 0.014], [0.072, 0.029, -0.054], [0.009, 0.032, 0.000], [-0.048, -0.079, 0.058], [0.016, -0.027, -0.001], [0.034, -0.014, -0.005], [0.017, 0.029, -0.013], [0.013, 0.026, 0.024], [0.004, 0.087, -0.080], [0.035, -0.014, -0.122]]}

=====

2.
{"formula": "C43H36Br2LiN5O2STe", "method": "ωB97M-V/def2-TZVPD", "homo_energy_ev": [-0.783, -3.247], "lumo_energy_ev": [1.76, 1.75], "spin_multiplicity": 2, "total_charge": -1, "symbols": ["Li", "N", "C", "C", "C", "C", "C", "C", "N", "C", "C", "C", "S", "C", "N", "H", "H", "H", "H", "H", "H", "H", "C", "C", "C", "C", "C", "C", "Br", "C", "C", "Br", "C", "O", "C", "N", "H", "H", "H", "H", "H", "H", "C", "C", "C", "C", "C", "C", "Te", "N", "C", "O", "C", "C", "C", "C", "C", "C", "C", "C", "C", "C", "C", "C", "C", "C", "C", "C", "H", "H", "H", "H", "H", "H", "H", "H", "H", "H", "H", "H", "H", "H", "H", "H", "H", "H", "H", "H", "H", "H", "H"], "coordinates": [[1.4497, -0.7017, -0.2721], [3.2240, 2.9993, -0.0305], [3.7993, 2.6155, 1.1567], [4.5446, 3.3015, 2.1027], [4.9522, 2.5837, 3.2155], [4.6218, 1.2326, 3.3661], [3.8834, 0.5517, 2.4164], [3.4652, 1.2530, 1.2890], [2.7216, 0.8427, 0.2119], [2.5813, 1.8999, -0.5491], [1.8711, 1.9298, -1.8037], [1.8837, 2.9515, -2.7193], [0.9677, 2.5027, -4.1049], [0.6238, 0.9790, -3.3428], [1.1330, 0.8387, -2.1729], [3.2257, 3.9162, -0.4366], [4.7916, 4.3490, 1.9820], [5.5248, 3.0779, 3.9895], [4.9545, 0.7081, 4.2528], [3.6164, -0.4886, 2.5407], [2.3974, 3.8983, -2.6857], [0.0206, 0.2415, -3.8523], [5.0241, -1.3080, -0.8686], [4.1067, -2.0894, -1.7704], [4.6123, -2.8225, -2.8307], [3.7528, -3.5542, -3.6606], [2.3585, -3.5268, -3.4028], [1.3741, -4.2195, -4.1377], [1.8814, -5.2782, -5.6524], [0.0333, -4.1861, -3.8075], [-0.3588, -3.4189, -2.7241], [-2.1929, -3.4045, -2.1829], [0.5355, -2.6568, -1.9492], [0.1660, -1.9062, -0.9495], [1.9227, -2.7384, -2.2979], [2.7876, -2.0412, -1.4975], [6.0399, -1.7019, -0.9138], [4.6537, -1.3470, 0.1575], [5.0456, -0.2514, -1.1628], [5.6817, -2.8342, -3.0141], [4.1389, -4.1496, -4.4760], [-0.6933, -4.7466, -4.3788], [-7.5071, 0.9275, -1.8170], [-6.0968, 0.6032, -1.4008], [-5.7587, 0.4627, -0.0629], [-4.4561, 0.2036, 0.3506], [-4.2363, 0.0095, 1.8252], [-3.4337, 0.0987, -0.6174], [-1.3040, -0.0210, -0.1818], [-1.5417, -1.2942, 1.3181], [-0.3406, -1.2853, 1.8316], [0.5968, -0.5537, 1.3500], [-0.0819, -2.0803, 3.0640], [-1.1350, -2.4290, 3.9052], [-0.8873, -3.0889, 5.0978], [0.4152, -3.4233, 5.4456], [1.4640, -3.1009, 4.5959], [1.2197, -2.4216, 3.4129], [-1.3538, 1.7835, 0.9960], [-1.0010, 1.7689, 2.3426], [-0.7758, 2.9433, 3.0403], [-0.8947, 4.1620, 2.3893], [-1.2559, 4.1916, 1.0535], [-1.4794, 3.0163, 0.3376], [-1.8754, 3.1196, -1.1158], [-3.7779, 0.1964, -1.9736], [-2.7776, 0.0474, -3.0948], [-5.0965, 0.4448, -2.3420], [-8.2040, 0.7646, -0.9955], [-7.8173, 0.3119, -2.6622], [-7.5784, 1.9740, -2.1221], [-6.5351, 0.5535, 0.6897], [-5.1429, 0.2517, 2.3823], [-3.4230, 0.6260, 2.1973], [-3.9669, -1.0262, 2.0168], [-2.1405, -2.1689, 3.6015], [-1.7060, -3.3342, 5.7630], [0.6142, -3.9382, 6.3777], [2.4773, -3.3712, 4.8673], [2.0223, -2.1578, 2.7371], [-0.9062, 0.8264, 2.8639], [-0.4993, 2.9059, 4.0865], [-0.7017, 5.0880, 2.9175], [-1.3519, 5.1445, 0.5430], [-1.3460, 3.9347, -1.6124], [-2.9481, 3.3065, -1.2061], [-1.6609, 2.2003, -1.6573], [-1.8309, -0.3482, -2.7383], [-2.6022, 1.0065, -3.5943], [-3.1594, -0.6473, -3.8418], [-5.3449, 0.5152, -3.3972]], "forces_ev_per_a": [[1.042, -0.960, -0.676], [-0.202, -0.013, -0.361], [-0.068, -0.367, 0.027], [0.104, 0.066, 0.165], [-0.079, 0.160, -0.159], [-0.018, -0.204, 0.024], [-0.032, -0.033, 0.038], [0.234, 0.402, 0.318], [-0.401, 0.461, -0.607], [0.628, -0.069, 0.995], [-0.246, 0.598, -0.949], [-0.168, -0.355, -0.109], [0.149, -0.211, 0.485], [-0.029, 0.386, -0.489], [0.273, -0.258, 0.402], [0.007, 0.043, 0.056], [0.004, -0.008, 0.023], [0.024, 0.011, -0.020], [-0.011, 0.000, -0.003], [0.015, 0.008, -0.015], [0.017, -0.020, 0.047], [0.045, -0.099, 0.098], [-0.245, 0.072, -0.150], [0.454, -0.437, -0.542], [0.016, 0.325, 0.481], [-0.189, -0.222, -0.329], [0.195, 0.005, 0.028], [-0.043, 0.037, 0.029], [-0.001, 0.017, 0.021], [-0.036, -0.048, -0.047], [-0.008, 0.187, 0.198], [-0.032, 0.012, -0.074], [0.211, -0.037, -0.390], [-0.275, -0.088, 0.087], [-0.256, -0.151, -0.113], [-0.370, 0.615, 0.543], [0.022, 0.040, 0.030], [0.082, -0.025, 0.041], [0.043, 0.009, 0.085], [0.001, -0.002, 0.052], [-0.010, 0.024, 0.001], [0.006, -0.005, 0.020], [0.102, -0.015, 0.010], [-0.057, -0.019, -0.021], [0.053, -0.003, -0.064], [0.118, -0.004, -0.019], [0.021, -0.010, -0.036], [-0.138, 0.092, -0.001], [-1.306, -0.023, 0.173], [-0.106, 0.068, 0.263], [-0.026, 0.141, -0.337], [0.073, -0.105, 0.825], [0.048, -0.059, 0.129], [0.006, 0.016, -0.095], [0.043, 0.000, 0.034], [-0.019, -0.012, 0.003], [0.071, -0.010, 0.056], [-0.047, 0.018, -0.055], [0.179, 0.383, -0.067], [-0.117, -0.114, 0.020], [-0.036, 0.054, 0.022], [-0.011, 0.051, -0.007], [0.044, 0.008, -0.007], [-0.036, -0.157, -0.045], [0.007, 0.019, 0.154], [0.198, 0.009, 0.017], [-0.078, 0.078, 0.044], [-0.089, 0.014, -0.013], [-0.024, 0.011, -0.014], [-0.020, 0.015, -0.002], [-0.060, -0.007, -0.007], [0.012, -0.009, 0.012], [0.022, 0.022, -0.053], [0.086, 0.025, 0.055], [0.074, -0.042, 0.073], [-0.012, 0.017, 0.033], [-0.011, -0.030, -0.025], [-0.010, -0.003, -0.004], [-0.001, -0.006, -0.035], [0.000, 0.003, 0.012], [0.030, -0.026, -0.021], [0.014, -0.018, -0.006], [-0.021, -0.008, 0.013], [-0.008, -0.010, -0.011], [0.008, -0.007, 0.020], [-0.010, -0.057, -0.032], [0.036, 0.009, -0.150], [0.043, -0.102, -0.166], [0.027, 0.001, 0.064], [0.032, -0.053, 0.000], [0.041, -0.012, -0.006]]}

=====

Number 1: electronic energy -3439.7797 Ha. Number 2: electronic energy -7906.3494 Ha.